(1)
Computed, not measured: a 10-piece molecular cluster, C33H57Cl18N3O3 overall, with ωB97M-V with the def2-TZVPD basis set.

Each line ends with the Löwdin charge.
Cartesian coordinates (Å):
C: -0.52854 -2.61106 5.44900  -0.066
C: -1.93913 -2.02240 5.36898  -0.258
O: -2.88830 -3.06790 5.54870  -0.146
C: -4.15305 -2.81599 4.98088  -0.211
C: -4.77408 -4.12415 4.55238  -0.159
O: -4.02661 -4.84575 3.57600  -0.043
C: -3.54666 -4.07629 2.54911  -0.296
C: -4.42519 -3.55897 1.57715  0.045
C: -3.95372 -2.80389 0.53959  -0.249
N: -4.81419 -2.27405 -0.43311  0.101
C: -2.56315 -2.54582 0.44011  -0.145
N: -2.11077 -1.81013 -0.61127  0.205
C: -0.82280 -1.61831 -0.66869  -0.259
C: -0.25499 -0.78539 -1.78146  -0.148
C: 0.23745 0.54719 -1.21169  -0.431
C: -0.79351 1.24248 -0.32104  -0.031
O: 0.64950 1.36296 -2.29947  -0.042
C: 0.05513 -2.16035 0.31954  -0.064
N: -0.35081 -2.85739 1.33720  0.146
C: -1.69851 -3.08115 1.41409  -0.198
C: -2.20934 -3.84307 2.47469  0.042
H: 0.02433 -2.20051 6.29121  0.064
H: 0.01314 -2.44487 4.52027  0.063
H: -0.59782 -3.68712 5.60328  0.077
H: -2.09097 -1.56698 4.38784  0.107
H: -2.07353 -1.27544 6.15646  0.115
H: -4.10521 -2.08746 4.16741  0.122
H: -4.81690 -2.39532 5.74967  0.130
H: -4.81672 -4.77535 5.42565  0.130
H: -5.81078 -3.96527 4.23584  0.123
H: -5.48674 -3.76538 1.64316  0.127
H: -4.36348 -2.27657 -1.34297  0.003
H: -5.62767 -2.87170 -0.52301  0.085
H: 0.61268 -1.29535 -2.20304  0.091
H: -1.00208 -0.62322 -2.55567  0.007
H: 1.10088 0.31115 -0.57477  0.133
H: -0.68384 0.91466 0.71208  0.085
H: -0.61264 2.31637 -0.33914  0.034
H: -1.81099 1.05092 -0.66221  0.075
H: 0.79236 2.25307 -1.96179  0.058
H: 1.11995 -1.96801 0.22971  0.120
H: -1.54232 -4.26081 3.21359  0.128
Cl: 0.27364 3.76837 3.22415  0.531
C: 0.35489 5.40724 2.52378  -0.710
C: -0.08523 5.42373 1.08644  -0.654
Cl: 1.07213 4.56896 0.02547  0.563
H: 1.37437 5.76695 2.63467  0.037
H: -0.30214 6.04088 3.11129  -0.009
H: -0.14872 6.44847 0.72923  0.015
H: -1.05753 4.95230 0.96581  0.072
Cl: 3.66276 -2.23215 -5.05793  0.550
C: 2.36477 -1.80265 -6.20598  -0.650
C: 1.11047 -1.36160 -5.49970  -0.649
Cl: 0.32286 -2.70159 -4.62900  0.567
H: 2.18436 -2.66772 -6.83824  0.068
H: 2.74290 -0.99006 -6.82353  0.075
H: 0.39314 -0.98886 -6.22867  0.075
H: 1.31374 -0.57253 -4.77802  0.065
Cl: -1.79621 8.08738 3.18336  0.597
C: -1.74452 9.73846 2.50495  -0.642
C: -2.18763 9.79203 1.06699  -0.653
Cl: -1.02714 9.00559 -0.03444  0.566
H: -0.73121 10.11237 2.62383  0.071
H: -2.41415 10.34477 3.11213  0.073
H: -2.26388 10.83129 0.75276  0.073
H: -3.15344 9.31287 0.93098  0.069
Cl: 8.74936 -0.98120 -5.37489  0.546
C: 7.47756 -2.17191 -4.98374  -0.668
C: 7.91264 -3.58322 -5.27521  -0.660
Cl: 8.07757 -3.89117 -7.02350  0.543
H: 6.58663 -1.90648 -5.54586  0.031
H: 7.26319 -2.06628 -3.92175  0.074
H: 7.16304 -4.27807 -4.90063  0.073
H: 8.86568 -3.81024 -4.80472  0.067
Cl: 2.15602 6.05876 5.32644  0.570
C: 3.15391 5.44409 6.67104  -0.647
C: 3.42724 3.96851 6.53927  -0.666
Cl: 1.95893 2.99308 6.77632  0.523
H: 2.63664 5.66906 7.59995  0.070
H: 4.09216 5.99559 6.64931  0.073
H: 4.14087 3.66248 7.30354  0.046
H: 3.83592 3.72502 5.56194  0.070
Cl: 7.75267 -0.67935 -10.10724  0.528
C: 9.29276 -0.62049 -9.20867  -0.681
C: 10.37566 0.07921 -9.98662  -0.666
Cl: 10.89622 -0.85410 -11.41468  0.532
H: 9.57273 -1.64100 -8.96119  0.053
H: 9.09945 -0.08267 -8.28269  0.043
H: 11.25177 0.20580 -9.35300  0.072
H: 10.04792 1.05662 -10.33052  0.066
Cl: -4.72697 -2.63792 -3.83103  0.577
C: -5.29535 -0.96481 -4.08510  -0.629
C: -4.23238 -0.10853 -4.72143  -0.638
Cl: -2.87068 0.18379 -3.60960  0.636
H: -5.60554 -0.56832 -3.12136  0.071
H: -6.16532 -1.02385 -4.73756  0.071
H: -4.64918 0.86233 -4.98410  0.074
H: -3.83791 -0.57450 -5.62077  0.069
Cl: -7.04027 -4.70644 -7.47589  0.533
C: -6.62278 -5.45200 -5.91075  -0.669
C: -7.80431 -5.51292 -4.97763  -0.660
Cl: -8.29934 -3.89169 -4.42787  0.526
H: -5.80798 -4.87816 -5.47713  0.028
H: -6.27191 -6.46082 -6.12093  0.073
H: -7.53753 -6.08393 -4.09005  0.073
H: -8.66356 -5.98148 -5.44986  0.067
Cl: 0.53557 2.88596 11.46900  0.535
C: 1.25687 1.32184 11.01087  -0.664
C: 2.75755 1.32865 11.14416  -0.658
Cl: 3.52483 2.38904 9.93494  0.539
H: 0.95258 1.10100 9.99113  0.066
H: 0.83615 0.56917 11.67530  0.072
H: 3.14403 0.32462 10.97858  0.073
H: 3.06834 1.66504 12.12959  0.067

charge = 0
LUMO energy = 0.36 eV

(2)
Computed, not measured: C33H57ClGaN2O2Si as an isolated structure in a non-equilibrium geometry, with ωB97M-V with the def2-TZVPD basis set.

Each line ends with the Löwdin charge.
Cartesian coordinates (Å):
O: -0.93841 3.09361 -0.29829  -0.223
O: 1.07687 2.38619 -1.44547  -0.197
C: -2.37647 3.26244 -0.31435  -0.190
C: -2.84563 4.38016 0.63021  -0.050
H: -2.94352 2.38169 0.01141  0.122
H: -2.62035 3.54006 -1.28409  0.091
H: -2.97005 4.07580 1.65343  0.057
H: -3.90218 4.66752 0.34131  0.113
H: -2.25486 5.27035 0.55006  0.070
C: -0.35739 2.96466 1.03919  -0.222
C: 0.51103 4.14852 1.30482  -0.047
H: 0.24879 2.06067 1.08772  0.102
H: -1.16496 2.83882 1.77691  0.106
H: 1.30333 4.20116 0.57097  0.052
H: 0.92654 4.04171 2.30546  0.096
H: -0.07654 5.07973 1.30358  0.090
C: 2.52069 2.11287 -1.51295  -0.168
C: 0.75699 3.34699 -2.51329  -0.201
C: 3.03805 1.85069 -0.11972  -0.032
H: 3.02144 2.99010 -1.94449  0.127
H: 2.72974 1.29461 -2.18886  0.108
H: 3.03763 2.73379 0.47278  0.065
H: 4.04631 1.43231 -0.14352  0.092
H: 2.28742 1.15427 0.35076  0.076
C: 1.13020 4.75857 -2.15515  -0.052
H: -0.32174 3.28966 -2.75484  0.116
H: 1.36259 3.08215 -3.40204  0.130
H: 0.59330 5.07984 -1.23928  0.078
H: 0.86414 5.45476 -2.93034  0.090
H: 2.19379 4.88075 -1.94058  0.085
H: -0.01389 2.03132 -0.92504  0.251
N: -1.15987 -1.68065 1.87174  0.026
C: -1.06564 -2.82891 2.56765  -0.339
C: -0.23829 -3.88663 2.21570  -0.013
C: 0.79467 -3.83049 1.16525  -0.273
C: -1.84434 -2.98802 3.85070  0.009
H: -2.89258 -2.69852 3.73903  0.096
H: -1.42512 -2.39009 4.66002  0.084
H: -1.81444 -4.02539 4.15677  0.084
C: 1.85984 -4.86606 1.22456  0.009
H: 2.85491 -4.41424 1.35309  0.096
H: 1.87536 -5.49488 0.32389  0.093
H: 1.67045 -5.51470 2.07570  0.088
N: 0.77636 -2.90339 0.22930  0.026
C: -1.67741 -0.49820 2.51927  -0.203
C: -2.97757 -0.04647 2.21118  -0.209
C: -3.87126 -0.80522 1.29427  -0.055
C: -3.45936 1.13507 2.82624  -0.062
H: -4.47377 1.46012 2.53116  0.126
C: -2.67785 1.77251 3.73337  -0.129
H: -3.08355 2.68941 4.25581  0.131
C: -1.43078 1.31494 4.10872  -0.041
H: -0.80818 1.78501 4.86554  0.115
C: -0.90050 0.14512 3.48788  -0.213
C: 0.45574 -0.34230 3.88290  -0.028
C: 1.86390 -2.82658 -0.69358  -0.158
C: 1.82040 -3.50870 -1.99214  -0.232
C: 0.77512 -4.57964 -2.15232  -0.040
C: 2.71907 -3.21028 -2.87072  -0.118
H: 2.62695 -3.72179 -3.94488  0.172
C: 3.75018 -2.32579 -2.72334  -0.025
H: 4.43607 -2.03358 -3.47229  0.092
C: 3.87171 -1.73694 -1.37876  -0.046
H: 4.71872 -1.03896 -1.19679  0.121
C: 3.00063 -2.03304 -0.42788  -0.257
C: 3.15695 -1.49809 0.97852  -0.031
Ga: -0.81892 -1.90180 -0.11438  0.114
H: -3.62166 -0.72457 0.24290  0.056
H: -4.90113 -0.41997 1.36469  0.092
H: -3.91684 -1.87268 1.50069  0.067
H: 1.00848 -0.78018 3.02982  0.068
H: 0.38698 -1.09231 4.69351  0.094
H: 1.02133 0.51677 4.24260  0.079
H: 0.63064 -4.75971 -3.24256  0.099
H: -0.18623 -4.36374 -1.71089  0.010
H: 1.07999 -5.55943 -1.76652  0.087
H: 3.30646 -2.29816 1.71315  0.082
H: 2.31470 -0.87579 1.28955  0.047
H: 4.08977 -0.88506 1.02138  0.091
H: -0.21095 -4.76299 2.81383  0.091
C: -0.57340 -0.05659 -0.80320  -0.241
Si: -0.83241 -0.15239 -2.69231  0.419
H: 0.49716 -0.14217 -0.36654  0.043
H: -1.38576 0.36808 -0.09240  0.047
C: -2.11416 1.09928 -3.30340  -0.156
C: -1.49596 -1.79840 -3.21663  -0.230
C: 0.75653 -0.03859 -3.65574  -0.157
H: 0.71901 -0.69719 -4.54435  0.056
H: 1.61237 -0.36111 -3.06552  0.008
H: 1.01208 0.98129 -3.99903  0.027
H: -3.11684 0.78041 -2.97953  0.046
H: -2.08296 1.13650 -4.39805  0.046
H: -1.96424 2.11707 -2.91237  -0.008
H: -2.49168 -2.00405 -2.81486  0.006
H: -0.85216 -2.66461 -2.94555  0.009
H: -1.59288 -1.80251 -4.34090  0.069
Cl: -2.36670 -3.44575 -0.50925  0.308

charge = +1
LUMO energy = -1.84 eV

Kohn-Sham gap across the listed records, respectively: 0.302, 0.315 hartree.
Energy across the listed records, respectively: -9965.09601, -4225.88135 Ha.
Molar mass across the listed records, respectively: 1182.0, 647.1 g mol⁻¹.